C21H19B2F2NO8P | the ωB97M-V functional and the def2-TZVPD basis

Bonds (Å) are listed after each position.
Geometry (Å):
1 C -4.832 2.437 3.108  C2 1.206, H20 1.060
2 C -3.730 2.587 2.641  C1 1.206, C3 1.458
3 C -2.415 2.740 2.029  C2 1.458, B4 1.686, H21 1.093, H22 1.091
4 B -1.807 1.370 1.259  C3 1.686, O5 1.457, O6 1.513, O19 1.472
5 O -0.356 1.368 1.386  B4 1.457, H23 0.958
6 O -2.473 0.134 1.823  B4 1.513, C7 1.342
7 C -3.038 -0.567 0.828  O6 1.342, F8 1.386, P9 1.920, C11 1.554
8 F -4.226 -1.163 1.224  C7 1.386
9 P -1.821 -2.027 0.558  C7 1.920, O10 1.484, H24 1.412, H25 1.406
10 O -0.852 -2.233 1.663  P9 1.484
11 C -3.210 0.423 -0.358  C7 1.554, C12 1.545, B16 1.616, O19 1.403
12 C -3.119 -0.250 -1.747  C11 1.545, C13 1.491, H26 1.094, H27 1.084
13 C -3.958 -1.463 -1.967  C12 1.491, O14 1.186, F15 1.336
14 O -3.630 -2.436 -2.560  C13 1.186
15 F -5.204 -1.360 -1.496  C13 1.336
16 B -4.551 1.324 -0.349  C11 1.616, N17 1.464, O18 1.361
17 N -4.544 2.583 -1.096  B16 1.464, H28 1.012, H29 1.013
18 O -5.709 0.968 0.271  B16 1.361, H30 0.961
19 O -2.111 1.277 -0.179  B4 1.472, C11 1.403
20 H -5.838 2.267 3.397  C1 1.060
21 H -2.503 3.578 1.334  C3 1.093
22 H -1.736 3.058 2.821  C3 1.091
23 H -0.146 1.265 2.315  O5 0.958
24 H -2.637 -3.159 0.341  P9 1.412
25 H -1.150 -1.846 -0.664  P9 1.406
26 H -3.449 0.470 -2.502  C12 1.094
27 H -2.099 -0.498 -2.015  C12 1.084
28 H -3.799 2.605 -1.781  N17 1.012
29 H -4.360 3.354 -0.465  N17 1.013
30 H -6.423 1.443 -0.163  O18 0.961
31 C 4.278 -0.836 -4.133  C32 1.391, C36 1.384, H47 1.082
32 C 5.554 -0.407 -3.784  C31 1.391, C33 1.384, H48 1.082
33 C 5.898 -0.264 -2.451  C32 1.384, C34 1.390, H49 1.081
34 C 4.965 -0.541 -1.460  C33 1.390, C35 1.395, C45 1.494
35 C 3.680 -0.956 -1.812  C34 1.395, C36 1.389, C37 1.494
36 C 3.343 -1.110 -3.150  C31 1.384, C35 1.389, H50 1.081
37 C 2.649 -1.229 -0.766  C35 1.494, O38 1.211, C39 1.489
38 O 1.537 -1.603 -1.066  C37 1.211
39 C 3.026 -1.016 0.659  C37 1.489, C40 1.390, C44 1.399
40 C 2.056 -1.199 1.638  C39 1.390, C41 1.384, H51 1.084
41 C 2.393 -1.015 2.968  C40 1.384, C42 1.391, H52 1.082
42 C 3.689 -0.654 3.324  C41 1.391, C43 1.385, H53 1.083
43 C 4.655 -0.464 2.350  C42 1.385, C44 1.389, H54 1.081
44 C 4.326 -0.636 1.011  C39 1.399, C43 1.389, C45 1.486
45 C 5.362 -0.395 -0.026  C34 1.494, C44 1.486, O46 1.216
46 O 6.499 -0.083 0.268  C45 1.216
47 H 4.012 -0.953 -5.176  C31 1.082
48 H 6.280 -0.184 -4.555  C32 1.082
49 H 6.888 0.065 -2.168  C33 1.081
50 H 2.347 -1.440 -3.408  C36 1.081
51 H 1.044 -1.478 1.367  C40 1.084
52 H 1.636 -1.151 3.729  C41 1.082
53 H 3.945 -0.515 4.367  C42 1.083
54 H 5.662 -0.177 2.617  C43 1.081

Molecular weight = 504.0 g mol⁻¹
Total charge = -1
Frontier orbital gap = 6.7 eV